one.
2 unconnected molecules or ions with the total composition CH6N4O3S, computed with ωB97M-V with the def2-TZVPD basis set.

Last column: Löwdin charge in e.
Cartesian coordinates (Å):
C 1.11 -1.00 -0.56  -0.25
N 0.74 0.22 -0.83  -0.22
N 0.23 -2.06 -0.82  0.13
N -2.71 -0.11 -0.13  -0.26
N -1.99 0.83 -0.64  0.04
O -3.80 0.11 0.32  -0.07
O 2.54 1.37 0.68  -0.31
O 0.55 2.58 0.00  -0.48
S 1.58 1.73 -0.63  0.89
H 2.12 -1.32 -0.21  0.14
H 0.58 -2.93 -0.45  0.10
H -0.67 -1.79 -1.11  0.07
H 2.81 2.23 1.07  0.06
H -2.25 1.81 -0.49  0.10
H -0.88 0.65 -0.54  0.06

The HOMO energy is -8.56 eV. As for the HOMO-LUMO gap: 8.80 eV.

two.
2 unconnected molecules or ions with the total composition CH6N4O3S, computed with ωB97M-V with the def2-TZVPD basis set.

Last column: Löwdin charge in e.
Cartesian coordinates (Å):
C -1.87 1.39 0.57  -0.49
N -2.88 1.51 -0.50  0.15
N -2.27 1.95 1.80  0.10
N -3.53 0.25 -0.66  -0.34
N 7.34 -2.04 -2.01  -0.02
O -4.53 0.06 -1.31  0.02
O -3.54 -1.20 1.60  -0.41
O -1.56 -0.01 0.78  -0.35
S -2.69 -1.09 0.44  1.03
H -0.83 1.82 0.36  0.17
H -1.70 1.58 2.50  0.07
H -3.19 1.72 1.97  0.05
H 6.98 -2.95 -1.53  0.06
H 7.46 -1.27 -1.29  0.03
H 6.79 -1.73 -2.73  -0.06

The HOMO energy is -9.92 eV. As for the HOMO-LUMO gap: 9.17 eV.

Stability summary: most stable one, least stable two.

one.
A molecular structure, C5H10NO, computed with ωB97M-V with the def2-TZVPD basis set.

Last column: Löwdin charge in e.
Cartesian coordinates (Å):
C 0.12 0.84 0.82  0.05
C -0.95 0.31 0.25  -0.22
C -0.10 -0.82 -0.21  -0.30
C -2.38 0.43 0.03  -0.01
C 2.15 0.36 -0.31  -0.04
N 1.10 -0.25 0.52  -0.01
O -0.31 -2.08 0.18  0.13
H 0.54 1.73 1.35  0.16
H 0.19 -0.57 -2.10  0.26
H -2.83 0.94 0.92  0.12
H -2.76 -0.62 0.07  0.10
H -2.64 1.03 -0.91  0.13
H 3.21 0.36 0.08  0.13
H 2.19 -0.01 -1.36  0.09
H 2.07 1.48 -0.38  0.12
H 1.51 -0.75 1.26  0.18
H -1.10 -2.38 -0.22  0.11

The HOMO energy (spin up / spin down) is -13.96 / -13.95 eV. The total charge is +1. As for the HOMO-LUMO gap (spin up / spin down): 9.36 / 9.36 eV.

two.
A gas-phase ion, C5H10NO (charge +1), computed with ωB97M-V with the def2-TZVPD basis set.

Last column: Löwdin charge in e.
Cartesian coordinates (Å):
C -0.64 -2.01 -1.85  0.14
C -0.11 -0.89 -1.27  -0.08
C 0.20 0.65 0.52  -0.20
C -0.27 1.09 1.82  0.03
C 1.21 1.47 -0.27  0.03
N -0.36 -0.45 0.04  -0.09
O -1.25 -1.17 0.80  0.11
H -0.42 -2.11 -2.90  0.09
H -1.17 -2.63 -1.14  0.07
H -0.96 -2.05 0.87  0.12
H 0.45 -0.20 -1.80  0.08
H -1.31 1.02 1.75  0.09
H 0.22 2.03 2.12  0.11
H -0.04 0.26 2.57  0.15
H 1.21 2.43 0.18  0.07
H 1.01 1.61 -1.38  0.12
H 2.21 0.95 -0.05  0.15

The HOMO energy is -14.30 eV. The total charge is +1. As for the HOMO-LUMO gap: 9.53 eV. The structure (SMILES) is C=C[N+](O)=C(C)C.

Stability summary: most stable two, least stable one.

one.
A gas-phase ion, C5H10NO (charge +1), computed with ωB97M-V with the def2-TZVPD basis set.

Last column: Löwdin charge in e.
Cartesian coordinates (Å):
C -0.73 -2.57 -2.38  0.09
C -0.19 -1.88 -1.36  -0.13
C 0.11 -0.51 -1.47  -0.05
C 1.06 1.35 0.15  -0.08
C -0.54 1.33 2.10  0.01
N 0.88 1.31 1.60  0.00
O 0.52 0.14 -0.38  -0.04
H -0.97 -3.61 -2.31  0.08
H -0.94 -2.09 -3.32  0.08
H 0.00 -2.35 -0.41  0.12
H 0.02 0.03 -2.42  0.15
H 0.76 2.26 -0.34  0.12
H -0.69 2.15 2.80  0.10
H -1.22 1.47 1.26  0.10
H -0.79 0.39 2.59  0.10
H 1.35 0.47 1.94  0.18
H 1.38 2.12 1.97  0.18

The HOMO energy (spin up / spin down) is -11.36 / -12.44 eV. The total charge is +1. As for the HOMO-LUMO gap (spin up / spin down): 6.61 / 8.33 eV.

two.
A gas-phase ion, C5H10NO (charge +1), computed with ωB97M-V with the def2-TZVPD basis set.

Last column: Löwdin charge in e.
Cartesian coordinates (Å):
C 1.46 -1.61 0.00  0.09
C -1.25 0.79 0.62  -0.11
C -1.64 -1.16 -0.31  0.10
C 0.33 0.52 0.42  -0.28
C 0.88 1.44 -0.71  -0.01
N 0.39 -0.91 0.11  -0.02
O -1.92 0.08 -0.37  0.01
H 2.51 -1.24 0.34  0.14
H 1.39 -2.70 -0.25  0.11
H -1.41 0.47 1.70  0.16
H -1.52 1.85 0.47  0.15
H -1.84 -1.80 -1.19  0.16
H -1.46 -1.63 0.59  0.09
H 0.95 0.66 1.32  0.16
H 0.27 1.78 -1.56  0.10
H 1.82 1.23 -1.10  0.06
H 1.02 2.25 -0.06  0.07

The HOMO energy is -15.21 eV. The total charge is +1. As for the HOMO-LUMO gap: 10.97 eV.

three.
2 unconnected molecules or ions with the total composition C5H10NO, computed with ωB97M-V with the def2-TZVPD basis set.

Last column: Löwdin charge in e.
Cartesian coordinates (Å):
O -0.40 3.55 1.50  0.09
C -0.81 2.43 1.30  -0.26
C 0.17 1.42 0.80  -0.13
C -0.72 0.27 0.16  -0.11
C -0.06 -0.91 -0.60  -0.26
C 1.08 -1.35 0.14  0.10
N -0.42 -1.23 -1.85  0.25
H -1.93 2.27 1.39  0.15
H 0.80 1.95 0.06  0.15
H 0.91 0.98 1.46  0.12
H -1.25 0.80 -0.66  0.13
H -1.38 -0.17 0.96  0.16
H 1.09 -2.35 0.65  0.05
H 2.10 -1.02 -0.07  0.07
H 2.32 -3.34 -1.13  0.20
H -0.10 -2.19 -2.01  0.12
H -1.41 -1.11 -2.11  0.16

The HOMO energy is -13.47 eV. The total charge is +1. As for the HOMO-LUMO gap: 6.40 eV.

Stability summary: most stable two, least stable three.

one.
2 unconnected molecules or ions with the total composition C5H10NO, computed with ωB97M-V with the def2-TZVPD basis set.

Last column: Löwdin charge in e.
Cartesian coordinates (Å):
C -0.93 -2.44 -1.36  -0.01
C -0.47 -1.07 -1.79  -0.24
C 0.99 2.16 0.31  0.10
C 0.84 0.98 1.19  -0.26
C 0.97 0.14 2.18  0.13
N -0.40 1.60 0.76  0.13
O -0.93 -0.07 -1.29  0.00
H -1.97 -2.64 -1.33  0.09
H -0.55 -3.14 -2.02  0.05
H 0.38 -1.01 -2.52  0.14
H 1.26 3.16 0.62  0.13
H 0.92 1.93 -0.75  0.13
H 2.07 0.14 2.49  0.13
H -0.44 -2.51 -0.40  0.09
H 0.12 -0.39 2.59  0.10
H -1.07 2.05 1.35  0.18
H -0.81 1.10 -0.06  0.11

The HOMO energy is -14.17 eV. The total charge is +1. As for the HOMO-LUMO gap: 10.93 eV.

two.
A gas-phase ion, C5H10NO (charge +1), computed with ωB97M-V with the def2-TZVPD basis set.

Last column: Löwdin charge in e.
Cartesian coordinates (Å):
O -0.42 0.18 -2.32  0.10
C 0.22 -0.01 -1.31  -0.19
C -0.32 -0.75 -0.14  -0.23
C -0.03 -0.26 1.30  -0.14
C 0.66 1.09 1.28  -0.19
C 1.93 1.24 1.62  0.05
N -1.74 -1.15 -0.41  0.24
H 1.23 0.40 -1.31  0.15
H 0.27 -1.68 -0.28  0.17
H -0.93 -0.15 1.93  0.13
H 0.55 -1.03 1.80  0.12
H 0.09 1.89 0.81  0.12
H 2.38 0.44 2.20  0.07
H 2.47 2.14 1.41  0.08
H -2.04 -0.74 -1.31  0.17
H -1.89 -2.17 -0.48  0.19
H -2.35 -0.78 0.31  0.17

The HOMO energy is -13.81 eV. The total charge is +1. As for the HOMO-LUMO gap: 9.97 eV. The structure (SMILES) is C=CC[C@@H]([NH3+])C=O.

Stability summary: most stable two, least stable one.

one.
A gas-phase ion, C5H10NO (charge +1), computed with ωB97M-V with the def2-TZVPD basis set.

Last column: Löwdin charge in e.
Cartesian coordinates (Å):
C 0.37 1.68 -0.16  0.03
C 1.50 0.93 -0.02  -0.06
C -0.94 1.02 -0.07  -0.23
C 1.77 -0.41 -0.42  -0.05
C -1.82 -1.40 -0.16  -0.11
N -0.86 -0.37 0.29  -0.14
O 2.71 -1.10 0.13  0.16
H 0.53 2.77 0.20  0.18
H 2.35 1.34 0.48  0.12
H -1.52 1.62 0.58  0.12
H -1.37 1.16 -1.07  0.15
H 1.18 -0.96 -1.18  0.17
H -2.25 -1.21 -1.12  0.06
H -1.27 -2.38 -0.37  0.10
H -2.74 -1.55 0.57  0.13
H -0.81 -0.49 1.38  0.18
H 3.17 -0.65 0.93  0.21

The HOMO energy (spin up / spin down) is -13.27 / -13.27 eV. The total charge is +1. As for the HOMO-LUMO gap (spin up / spin down): 7.39 / 7.39 eV.

two.
A gas-phase ion, C5H10NO (charge +1), computed with ωB97M-V with the def2-TZVPD basis set.

Last column: Löwdin charge in e.
Cartesian coordinates (Å):
C -1.20 0.00 1.20  -0.14
C -2.18 0.00 0.28  -0.08
C 0.16 -0.61 0.92  -0.13
C 0.93 0.14 -0.09  -0.24
C 2.03 -0.32 -0.97  0.02
N 0.58 1.43 -0.11  0.24
O -1.65 -0.50 -0.95  0.00
H -1.35 0.40 2.26  0.15
H -3.29 0.21 0.29  0.16
H 0.62 -0.70 1.99  0.18
H 0.01 -1.65 0.60  0.15
H 2.76 0.50 -1.28  0.13
H 1.72 -0.85 -1.80  0.07
H 2.76 -1.00 -0.30  0.16
H 0.80 1.97 -0.95  0.16
H -0.32 1.51 0.42  0.12
H -2.37 -0.53 -1.51  0.07

The HOMO energy is -13.69 eV. The total charge is +1. As for the HOMO-LUMO gap: 9.16 eV. The structure (SMILES) is CC(=[NH2+])C/C=C\O.

three.
2 unconnected molecules or ions with the total composition C5H10NO, computed with ωB97M-V with the def2-TZVPD basis set.

Last column: Löwdin charge in e.
Cartesian coordinates (Å):
C -0.43 -0.95 -2.19  -0.16
C 0.37 -0.31 -1.62  0.04
C -1.53 -1.47 -2.95  -0.09
C 0.97 1.52 2.65  0.06
C 0.48 0.91 1.36  -0.44
N 0.59 1.66 0.33  0.21
O -0.12 -0.21 1.28  0.19
H -1.15 -2.47 -3.43  0.14
H -1.86 -0.84 -3.74  0.08
H -2.42 -1.62 -2.40  0.07
H 0.11 1.79 3.15  0.08
H 1.54 0.87 3.34  0.12
H 1.66 2.32 2.28  0.12
H 1.33 -0.14 -1.13  0.07
H 0.18 1.40 -0.65  0.14
H 0.74 2.69 0.52  0.18
H -0.29 -0.84 2.02  0.20

The HOMO energy is -13.69 eV. The total charge is +1. As for the HOMO-LUMO gap: 10.06 eV.

Stability summary: most stable two, least stable one.